11
Properties=species:S:1:pos:R:3 method="wB97M-V/def2-TZVPD" total_charge=0 relative_energy_kcal_mol=84.2 gap_ev=9.6 lumo_energy_ev=0.625 smiles="O=C1CCN1S"
C 0.272 -0.990 -0.245
C 1.327 0.208 -0.057
C -0.038 1.224 -0.201
H -2.430 -0.500 1.115
H 0.406 -1.788 -1.061
H 0.180 -1.592 0.769
H 2.422 0.435 -0.682
H 1.387 0.235 1.194
N -0.837 0.121 -0.513
O -0.284 2.367 -0.150
S -2.405 0.279 -0.167

=====

16
Properties=species:S:1:pos:R:3 method="wB97M-V/def2-TZVPD" total_charge=0 relative_energy_kcal_mol=140.6 gap_ev=9.5 lumo_energy_ev=0.718
C -1.894 -0.425 -0.005
C -1.119 0.674 0.682
N 0.007 0.338 1.569
C 0.265 1.067 0.325
C 1.081 0.634 -0.836
C 2.094 -0.414 -0.574
O 0.959 -1.130 -1.106
H -2.466 -0.037 -0.855
H -2.605 -0.867 0.702
H -1.232 -1.217 -0.365
H -1.750 1.465 1.088
H 0.231 -0.648 1.434
H 0.518 2.120 0.490
H 0.658 -0.344 -1.802
H 2.986 -0.478 -1.199
H 2.266 -0.737 0.454

=====

9
Properties=species:S:1:pos:R:3 method="wB97M-V/def2-TZVPD" total_charge=+1 relative_energy_kcal_mol=147.9 gap_ev="7.7 / 5.9" lumo_energy_ev="-7.467 / -8.403"
C -0.434 0.806 -0.572
C 0.185 -0.713 -0.176
O -0.039 1.647 0.205
O 0.541 -0.767 1.106
P 0.796 -0.117 2.446
H -0.079 0.909 -1.706
H -1.525 0.577 -0.466
H -0.616 -1.538 -0.204
H 1.171 -0.805 -0.632

=====

10
Properties=species:S:1:pos:R:3 method="wB97M-V/def2-TZVPD" total_charge=+1 relative_energy_kcal_mol=29.3 gap_ev=10.1 lumo_energy_ev=-6.223 smiles="NC(=[NH2+])C=O"
C 0.123 -1.567 0.865
C 0.027 -0.259 0.286
N 0.619 0.214 -0.866
N -1.020 0.481 0.705
O -0.376 -1.661 1.928
H 0.681 -2.237 0.303
H 1.437 -0.061 -1.511
H 0.197 1.115 -1.184
H -1.363 0.164 1.609
H -1.150 1.428 0.353

=====

11
Properties=species:S:1:pos:R:3 method="wB97M-V/def2-TZVPD" total_charge=0 relative_energy_kcal_mol=143.2 gap_ev=10.7 lumo_energy_ev=0.594 smiles="C1=NN=C[C@@H]2O[C@@H]12"
C -0.418 0.387 -0.879
C -1.412 -0.355 -0.013
C 1.121 0.266 0.795
C 0.865 -0.233 -0.505
H -0.404 1.426 -0.477
H -2.344 -0.813 -0.421
H 2.081 0.645 1.154
H 0.808 -1.325 -0.593
N -1.104 -0.441 1.204
N 0.220 0.271 1.637
O 0.587 0.172 -1.903

=====

84
Properties=species:S:1:pos:R:3 method="wB97M-V/def2-TZVPD" total_charge=0 spin_multiplicity=2 s_squared=0.75 gap_ev="8.1 / 2.5" lumo_energy_ev="-0.659 / -6.256"
Cl 20.952 -10.983 -1.824
O 21.579 -9.712 -1.864
O 21.691 -11.952 -2.581
O 20.847 -11.311 -0.410
O 19.633 -10.983 -2.342
C 22.149 -14.940 0.729
C 22.135 -15.383 -0.690
O 20.963 -16.147 -0.954
H 23.102 -14.474 0.980
H 21.961 -15.795 1.379
H 21.317 -14.237 0.783
H 22.936 -16.117 -0.775
H 22.272 -14.571 -1.405
H 20.213 -15.547 -0.928
C 16.759 -14.468 0.099
C 17.924 -13.561 -0.273
O 18.985 -14.271 -0.857
H 16.123 -13.821 0.703
H 17.016 -15.391 0.619
H 16.341 -14.724 -0.875
H 18.288 -13.034 0.609
H 17.584 -12.820 -0.998
H 19.521 -13.663 -1.371
C 18.917 -15.527 -3.873
C 19.968 -14.851 -4.736
O 19.446 -14.224 -5.891
H 18.154 -14.778 -3.658
H 19.241 -15.965 -2.929
H 18.391 -16.308 -4.422
H 20.607 -15.659 -5.092
H 20.586 -14.119 -4.216
H 18.927 -13.467 -5.611
C 21.572 -9.520 -6.162
O 21.277 -9.048 -7.220
N 22.424 -8.984 -5.333
N 21.035 -10.671 -5.711
H 22.786 -8.056 -5.496
H 22.428 -9.424 -4.424
H 21.286 -11.184 -4.878
H 20.496 -11.204 -6.379
C 22.581 -6.202 -3.325
O 23.557 -6.603 -3.908
N 21.662 -6.850 -2.687
N 22.328 -4.935 -3.098
H 21.839 -7.843 -2.633
H 20.783 -6.419 -2.437
H 22.874 -4.245 -3.594
H 21.432 -4.695 -2.697
C 16.988 -11.512 -4.937
O 17.838 -11.850 -5.732
N 16.953 -10.500 -4.117
N 15.902 -12.238 -4.705
H 17.661 -9.781 -4.168
H 16.141 -10.456 -3.517
H 15.283 -11.916 -3.975
H 15.912 -13.210 -4.982
C 18.528 -7.691 -5.465
O 18.421 -8.066 -6.588
N 18.945 -8.406 -4.453
N 18.148 -6.528 -5.155
H 19.361 -9.324 -4.507
H 19.070 -7.834 -3.629
H 17.781 -5.933 -5.884
H 18.192 -6.236 -4.190
C 24.786 -11.817 0.152
O 25.884 -11.789 0.621
N 23.723 -11.398 0.709
N 24.526 -12.310 -1.043
H 22.850 -11.438 0.204
H 23.915 -10.919 1.578
H 25.343 -12.430 -1.625
H 23.616 -12.091 -1.424
C 25.169 -12.383 -4.369
C 25.713 -13.701 -3.839
C 26.623 -14.485 -4.830
O 26.538 -13.538 -2.762
H 25.947 -11.651 -4.586
H 24.382 -12.021 -3.707
H 24.556 -12.515 -5.261
H 24.905 -14.339 -3.481
H 26.067 -14.817 -5.706
H 27.004 -15.411 -4.400
H 27.455 -13.855 -5.145
H 26.582 -14.374 -2.292

=====

10
Properties=species:S:1:pos:R:3 method="wB97M-V/def2-TZVPD" total_charge=0 relative_energy_kcal_mol=49.5 gap_ev=10.2 lumo_energy_ev=1.067 smiles="C1CNN=N1"
C -0.650 0.867 -0.082
C 0.082 -0.403 0.184
N -0.207 1.394 -1.423
N 0.584 0.598 -1.932
N 0.954 -0.436 -1.226
H -1.631 0.671 -0.334
H -0.679 1.570 0.759
H 0.680 -0.423 1.096
H -0.629 -1.186 0.055
H 1.364 -1.169 -1.663

=====

19
Properties=species:S:1:pos:R:3 method="wB97M-V/def2-TZVPD" total_charge=0 relative_energy_kcal_mol=45.8 gap_ev=10.2 lumo_energy_ev=1.010 smiles=CC[C@H]1C[C@H]1CO
C -2.236 -0.050 0.820
C -1.243 0.929 0.196
C -0.446 0.312 -0.934
C 0.912 0.780 -1.285
C 0.835 -0.589 -0.694
C 1.369 -0.905 0.663
O 2.781 -0.979 0.672
H -2.950 -0.411 0.070
H -2.805 0.419 1.630
H -1.720 -0.923 1.235
H -0.546 1.296 0.962
H -1.780 1.819 -0.166
H -0.839 -0.528 -1.473
H 1.224 0.898 -2.313
H 1.309 1.532 -0.603
H 1.017 -1.392 -1.431
H 1.003 -0.158 1.381
H 1.029 -1.886 1.016
H 3.086 -0.164 0.255